Molecular formula: C6H12Si
Method: DFT, ωB97M-V with the def2-TZVPD basis set

Cartesian coordinates (Å):
C (1.214, 0.413, 0.830)
C (-0.342, -0.741, -0.253)
C (1.491, 0.397, 2.116)
C (-1.644, -0.754, 0.511)
C (0.269, -2.044, -0.447)
C (-0.296, 2.314, -1.271)
Si (0.645, 0.742, -0.855)
H (2.306, 0.991, 2.575)
H (0.924, -0.242, 2.842)
H (-2.455, -1.275, -0.125)
H (-1.519, -1.564, 1.323)
H (-1.940, 0.249, 0.615)
H (0.077, -2.490, -1.467)
H (1.303, -1.687, -0.478)
H (-0.105, -2.696, 0.409)
H (0.437, 3.062, -1.459)
H (-0.851, 2.285, -2.183)
H (-1.049, 2.528, -0.564)
H (1.533, 0.513, -2.118)

As for the relative energy (zero: lowest compared OMol25 entry of this formula, charge and spin): 424.1 kJ/mol. For the highest occupied orbital energy, the calculation gives -7.295 eV. The HOMO-LUMO gap comes out at 8.14 eV. Its spin multiplicity is 1. The LUMO energy comes out at 0.8 eV.



Molecular formula: C6H12Si
Method: DFT, ωB97M-V with the def2-TZVPD basis set

Cartesian coordinates (Å):
C (2.280, 1.918, 1.023)
C (0.968, 1.716, 0.882)
C (-1.243, 0.262, 1.148)
C (0.318, 0.448, 1.080)
C (-0.492, 0.225, -2.004)
C (-0.575, -2.550, -0.259)
Si (-0.503, -0.617, -0.303)
H (2.665, 2.946, 0.923)
H (2.882, 1.060, 1.514)
H (0.288, 2.594, 0.529)
H (-1.823, -0.317, 1.824)
H (-1.837, 1.124, 1.137)
H (0.930, -0.144, 1.862)
H (0.378, -0.142, -2.474)
H (-1.329, 0.110, -2.602)
H (-0.383, 1.276, -1.911)
H (-1.576, -2.806, 0.141)
H (-0.349, -2.971, -1.225)
H (0.005, -2.955, 0.634)

As for the relative energy (zero: lowest compared OMol25 entry of this formula, charge and spin): 47.2 kJ/mol. For the highest occupied orbital energy (spin up / spin down), the calculation gives -4.339 / -9.216 eV. Its expectation value of S² is 2.01. The HOMO-LUMO gap (spin up / spin down) comes out at 5.21 / 7.60 eV. Its spin multiplicity is 3. The LUMO energy (spin up / spin down) comes out at 0.9 / -1.6 eV.



Molecular formula: C6H13AgBr2NO
Method: DFT, ωB97M-V with the def2-TZVPD basis set

Cartesian coordinates (Å):
C (-2.169, 2.393, -0.175)
O (-1.519, 1.993, -1.388)
C (-1.120, 0.723, -1.511)
C (0.239, 0.338, -0.551)
N (1.295, 1.101, -0.983)
C (0.426, -1.190, -0.673)
Br (1.815, -1.681, -1.923)
C (0.754, -1.887, 0.653)
C (1.814, -1.244, 1.517)
Br (-0.973, -2.069, 1.654)
H (-1.464, 2.354, 0.660)
H (-3.027, 1.747, 0.022)
H (-2.493, 3.416, -0.324)
H (-0.806, 0.530, -2.537)
H (-1.852, -0.020, -1.165)
H (-0.014, 0.643, 0.466)
H (1.329, 2.079, -0.717)
H (1.734, 0.911, -1.882)
H (-0.475, -1.625, -1.100)
H (0.993, -2.921, 0.425)
H (1.456, -0.363, 2.051)
H (2.193, -1.957, 2.247)
H (2.653, -0.946, 0.885)
Ag (-0.787, -2.324, 4.350)

Its charge is +2. For the highest occupied orbital energy (spin up / spin down), the calculation gives -17.155 / -17.259 eV. Its expectation value of S² is 0.76. The HOMO-LUMO gap (spin up / spin down) comes out at 8.62 / 7.03 eV. Its spin multiplicity is 2. The LUMO energy (spin up / spin down) comes out at -8.5 / -10.2 eV.



Molecular formula: C6H13BCl2
Method: DFT, ωB97M-V with the def2-TZVPD basis set

Cartesian coordinates (Å):
B (-0.408, 0.438, 1.008)
C (1.383, -0.395, 2.417)
C (-1.571, -0.477, -1.822)
C (0.428, -0.771, 1.304)
C (-0.263, 0.258, -1.730)
C (-0.184, 1.265, -0.471)
C (-1.609, 0.893, 2.129)
Cl (-1.219, 0.492, 3.816)
Cl (-3.010, -0.142, 1.587)
H (1.124, -1.027, 3.350)
H (2.468, -0.573, 2.204)
H (1.308, 0.631, 2.884)
H (-2.301, -0.114, -2.510)
H (-1.377, -1.532, -2.038)
H (-1.974, -0.604, -0.727)
H (0.794, -1.050, 0.341)
H (-0.100, -1.626, 1.589)
H (0.613, -0.374, -1.633)
H (0.014, 0.845, -2.680)
H (-0.863, 2.128, -0.570)
H (0.777, 1.665, -0.465)
H (-1.826, 1.987, 2.064)

For the highest occupied orbital energy (spin up / spin down), the calculation gives -5.206 / -10.077 eV. Its expectation value of S² is 2.01. The HOMO-LUMO gap (spin up / spin down) comes out at 5.82 / 5.79 eV. Its spin multiplicity is 3. The LUMO energy (spin up / spin down) comes out at 0.6 / -4.3 eV.



Molecular formula: C6H13BO2
Method: DFT, ωB97M-V with the def2-TZVPD basis set

Cartesian coordinates (Å):
B (-0.987, 0.060, 0.319)
C (1.430, -1.115, 0.953)
C (0.724, 0.182, 0.747)
C (1.601, -0.276, -0.326)
C (3.041, 0.310, -0.497)
C (-1.714, 2.395, -0.175)
C (-2.484, -1.856, -0.195)
O (-1.832, 0.960, -0.085)
O (-1.339, -1.246, 0.289)
H (2.360, -1.259, 1.396)
H (0.819, -1.996, 0.846)
H (0.953, 1.037, 1.277)
H (1.020, -0.708, -1.250)
H (3.241, 0.669, -1.466)
H (3.724, -0.470, -0.184)
H (3.079, 1.136, 0.164)
H (-1.847, 2.916, 0.687)
H (-2.534, 2.741, -0.764)
H (-0.797, 2.780, -0.709)
H (-3.001, -2.348, 0.701)
H (-2.191, -2.692, -0.962)
H (-3.264, -1.220, -0.765)

As for the relative energy (zero: lowest compared OMol25 entry of this formula, charge and spin): 128.3 kJ/mol. For the highest occupied orbital energy, the calculation gives -9.247 eV. The HOMO-LUMO gap comes out at 10.01 eV. As for the SMILES: COB(OC)[C@H]1C[C@@H]1C. Its spin multiplicity is 1. The LUMO energy comes out at 0.8 eV.



Molecular formula: C6H13BrNO6P
Method: DFT, ωB97M-V with the def2-TZVPD basis set

Cartesian coordinates (Å):
C (2.818, -0.480, 0.889)
C (2.040, -1.287, -0.124)
O (0.801, -1.750, 0.395)
C (1.819, -0.596, -1.461)
N (1.454, 0.808, -1.445)
C (0.076, 1.102, -1.101)
C (-0.152, 1.698, 0.285)
O (-0.705, 0.737, 1.186)
O (-1.872, 1.319, 1.789)
C (-2.941, 0.493, 1.781)
O (-3.990, 0.825, 2.316)
O (-2.721, -0.702, 1.167)
P (-4.017, -1.105, 0.160)
O (-3.759, 0.059, -0.943)
Br (-3.111, -2.856, -0.911)
H (2.850, -1.013, 1.825)
H (3.830, -0.352, 0.536)
H (2.362, 0.485, 1.047)
H (2.629, -2.177, -0.328)
H (0.645, -1.351, 1.247)
H (0.996, -1.120, -1.926)
H (2.679, -0.777, -2.092)
H (2.092, 1.366, -0.904)
H (-0.551, 0.230, -1.206)
H (-0.299, 1.834, -1.809)
H (0.749, 2.112, 0.722)
H (-0.859, 2.509, 0.203)
H (-2.864, -0.011, -1.296)

As for the relative energy (zero: lowest compared OMol25 entry of this formula, charge and spin): 0.0 kJ/mol. For the highest occupied orbital energy, the calculation gives -8.992 eV. The HOMO-LUMO gap comes out at 9.53 eV. As for the SMILES: C[C@@H](O)CNCCOOC(=O)OP(O)Br. Its spin multiplicity is 1. The LUMO energy comes out at 0.5 eV.



Molecular formula: C6H13CaO3
Method: DFT, ωB97M-V with the def2-TZVPD basis set

Cartesian coordinates (Å):
C (-0.506, -2.026, -1.047)
C (0.060, -2.638, 0.221)
H (-0.329, -2.668, -1.921)
H (-0.033, -1.062, -1.285)
H (-0.240, -3.689, 0.335)
H (-0.284, -2.096, 1.117)
H (1.163, -2.629, 0.213)
O (-5.751, 0.504, -1.555)
C (-4.403, 0.168, -1.589)
C (-4.162, -1.286, -1.280)
O (-5.046, -1.749, -0.329)
C (-5.375, -3.142, -0.242)
C (-6.668, -3.215, 0.571)
O (-7.612, -2.303, 0.113)
Ca (-6.917, -0.647, -0.569)
H (-3.816, 0.787, -0.869)
H (-3.951, 0.371, -2.581)
H (-1.698, -1.810, -1.043)
H (-4.549, -3.693, 0.230)
H (-5.529, -3.517, -1.266)
H (-6.414, -3.038, 1.637)
H (-7.031, -4.259, 0.507)
H (-3.655, -1.990, -1.948)

As for the relative energy (zero: lowest compared OMol25 entry of this formula, charge and spin): 0.0 kJ/mol. For the highest occupied orbital energy (spin up / spin down), the calculation gives -7.329 / -8.666 eV. Its expectation value of S² is 0.75. The HOMO-LUMO gap (spin up / spin down) comes out at 7.26 / 8.56 eV. Its spin multiplicity is 2. The LUMO energy (spin up / spin down) comes out at -0.1 / -0.1 eV.



Molecular formula: C6H13Cl10HgO
Method: DFT, ωB97M-V with the def2-TZVPD basis set

Cartesian coordinates (Å):
Hg (2.158, 0.316, -2.957)
C (-0.034, -0.100, -0.222)
O (0.998, -0.307, -1.090)
H (-0.904, 0.237, -0.785)
H (-0.279, -1.084, 0.177)
H (0.087, 0.508, 0.674)
C (3.512, -1.461, 0.686)
Cl (4.202, -0.995, -0.857)
Cl (3.968, -0.199, 1.839)
H (2.433, -1.534, 0.554)
H (4.005, -2.379, 1.006)
C (-2.404, 3.112, 1.701)
Cl (-3.559, 2.011, 2.607)
Cl (-3.098, 3.143, 0.029)
H (-2.453, 4.130, 2.087)
H (-1.404, 2.678, 1.692)
C (0.158, -3.431, -2.004)
Cl (0.147, -4.345, -0.387)
Cl (1.812, -3.240, -2.645)
H (-0.407, -4.045, -2.706)
H (-0.303, -2.445, -1.960)
C (-0.353, -0.360, 3.802)
Cl (-1.879, -1.022, 4.498)
Cl (0.792, 0.214, 5.062)
H (0.115, -1.075, 3.126)
H (-0.578, 0.510, 3.185)
C (-1.424, 2.138, -3.363)
Cl (0.331, 2.553, -3.173)
Cl (-2.250, 3.178, -4.458)
H (-1.492, 1.117, -3.736)
H (-1.896, 2.175, -2.381)

As for the relative energy (zero: lowest compared OMol25 entry of this formula, charge and spin): 119.6 kJ/mol. Its charge is +1. For the highest occupied orbital energy, the calculation gives -13.007 eV. The HOMO-LUMO gap comes out at 5.00 eV. Its spin multiplicity is 1. The LUMO energy comes out at -8.0 eV.